(w)
Computed, not measured: a molecular structure, C4H7N2, with the ωB97M-V functional and the def2-TZVPD basis.

Geometry as XYZ:
```
13
Properties=species:S:1:pos:R:3
C 0.37 -1.55 0.31
C -0.46 1.16 -0.43
C -0.72 0.60 0.94
C 0.68 0.15 -0.48
N 0.63 -1.15 -0.91
N 0.47 -0.30 0.88
H 0.01 -2.42 0.77
H -1.44 1.11 -0.96
H -0.19 2.18 -0.40
H -0.47 1.30 1.69
H -1.61 0.13 1.20
H 2.08 0.59 -0.83
H 0.67 -1.79 -1.78
```

**Charge**: +1
**Lowest unoccupied orbital energy (spin up / spin down)**: -5.03 / -5.03 eV
**Kohn-Sham gap (spin up / spin down)**: 10.46 / 10.46 eV
**E_HOMO (spin up / spin down)**: -0.56936 / -0.56935 hartree


(x)
Computed, not measured: a gas-phase ion, C4H7N2 (charge +1), with the ωB97M-V functional and the def2-TZVPD basis.

Geometry as XYZ:
```
13
Properties=species:S:1:pos:R:3
C 0.38 -1.20 -0.21
C -1.82 -0.56 0.21
C 1.89 0.43 0.25
C -0.25 1.12 -0.35
N 1.54 -0.76 -0.10
N -0.65 -0.16 -0.22
H -0.09 -2.24 -0.29
H -2.64 0.00 0.21
H -2.07 -1.62 0.61
H 2.71 1.02 -0.14
H 1.49 0.71 1.15
H -0.73 1.97 0.18
H 0.25 1.30 -1.32
```

**Charge**: +1
**Lowest unoccupied orbital energy (spin up / spin down)**: -5.26 / -5.26 eV
**Kohn-Sham gap (spin up / spin down)**: 8.02 / 8.02 eV
**E_HOMO (spin up / spin down)**: -0.48813 / -0.48819 hartree


Stability summary - winner: (w); margin: 0.0031 hartree.